# 1
{
  "formula": "C7H12ClN2",
  "method": "ωB97M-V/def2-TZVPD",
  "elements": ["Cl", "N", "N", "C", "C", "C", "C", "C", "C", "C", "H", "H", "H", "H", "H", "H", "H", "H", "H", "H", "H", "H"],
  "xyz": [[3.754127, 1.703657, -2.496335], [1.778239, 1.996626, -0.984848], [0.903405, 1.622257, 0.040808], [-1.006163, -1.646963, -0.270616], [0.001197, -2.747742, 0.172643], [2.842108, 1.319927, -1.219004], [-0.192422, 0.571067, 1.818583], [-0.139464, -0.434060, -0.576586], [1.692075, 3.424757, -1.088026], [0.321601, 0.506815, 0.379035], [-0.623669, 1.561617, 2.122919], [-0.579474, -3.725405, 0.109397], [0.357253, -2.692007, 1.194850], [2.545273, 3.796799, -1.789418], [1.816966, 3.920649, -0.000916], [0.191196, -0.073933, -1.572792], [-1.808553, -1.367534, 0.437012], [0.853843, -2.654521, -0.468888], [0.672005, 3.716269, -1.304886], [0.754304, 0.503459, 2.443373], [-1.524256, -2.041143, -1.171710], [-0.856746, -0.232153, 2.180989]],
  "atomic_forces_ev_per_a": [[1.2, 0.0, -1.0], [-2.3, -1.4, 3.0], [0.8, 1.7, 0.4], [0.5, 0.8, -0.7], [-1.9, -1.0, 0.5], [0.1, -1.4, -0.4], [1.4, 0.3, 1.4], [0.3, 0.4, -0.2], [1.8, 3.5, 1.1], [-1.7, -0.4, -0.2], [0.3, -0.9, -0.8], [1.2, 1.0, -0.2], [-0.1, 0.4, 0.2], [-2.1, -0.4, 1.2], [0.2, -1.4, -2.4], [-0.5, -1.1, 0.3], [0.6, -0.3, 0.0], [0.4, -0.7, -0.5], [0.0, 0.0, -0.8], [-1.1, 0.0, -0.5], [0.5, 0.6, 0.4], [0.3, 0.3, -0.7]],
  "lumo_energy_ev": [-7.00, -5.82],
  "molar_mass_g_mol": 159.640,
  "de_lowest_ev": 6.091,
  "charge": 1,
  "gap_ev": [5.697, 8.278]
}

# 2
{
  "formula": "C7H12ClN2",
  "method": "ωB97M-V/def2-TZVPD",
  "elements": ["Cl", "N", "N", "C", "C", "C", "C", "C", "C", "C", "H", "H", "H", "H", "H", "H", "H", "H", "H", "H", "H", "H"],
  "xyz": [[2.079845, -3.398662, 0.392807], [-2.558388, -0.111902, -0.598459], [-1.005662, 0.437873, 1.249072], [0.975122, 1.156501, -0.200367], [2.216447, 0.554538, 0.309465], [2.453482, -0.740820, 0.465298], [0.236928, -1.461900, -0.050617], [1.471217, -1.807974, 0.342887], [-0.246324, 0.206343, 0.019624], [-1.318208, 0.619504, -0.949826], [-1.419453, 1.686791, -0.840281], [-0.733790, -0.143664, 2.049943], [3.467907, -0.914253, 0.786688], [-3.500137, 0.391495, -0.820426], [-0.541840, -2.065271, -0.409476], [3.113013, 1.242225, 0.109629], [0.649488, 2.264193, 0.109548], [-2.550666, -1.025118, -1.161263], [-1.920689, 0.047348, 0.979720], [-0.889820, 1.396011, 1.468932], [-0.981271, 0.462606, -1.954410], [1.002800, 1.204136, -1.298487]],
  "atomic_forces_ev_per_a": [[-0.2, -0.2, 0.0], [-1.8, -0.6, -2.1], [1.8, -2.1, 2.2], [-2.8, 0.5, 0.4], [1.9, 2.1, -1.6], [0.7, 0.6, 1.4], [-0.5, 3.7, 0.7], [-0.7, 1.1, -1.0], [2.3, -2.3, -1.0], [-0.8, -0.8, -0.8], [-0.5, 0.5, 0.1], [0.5, 0.4, -0.1], [0.1, -0.8, -0.2], [2.5, -1.1, 0.3], [-0.7, -1.1, -0.1], [-1.2, -1.1, 1.1], [1.1, -2.3, -0.3], [-0.4, 1.8, 1.2], [-1.4, 0.5, -0.3], [-0.6, 1.3, 0.6], [0.0, -0.2, -0.7], [0.5, 0.2, 0.1]],
  "lumo_energy_ev": -3.34,
  "smiles": "NC[C@@]1([NH3+])C=C(Cl)C=CC1",
  "molar_mass_g_mol": 159.640,
  "de_lowest_ev": 1.249,
  "charge": 1,
  "gap_ev": 9.385
}

# 3
{
  "formula": "C7H12ClN2",
  "method": "ωB97M-V/def2-TZVPD",
  "elements": ["Cl", "N", "N", "C", "C", "C", "C", "C", "C", "C", "H", "H", "H", "H", "H", "H", "H", "H", "H", "H", "H", "H"],
  "xyz": [[-2.331375, -0.406821, -1.089075], [1.114360, 1.024691, -1.392430], [-3.656319, 0.412514, 0.896270], [0.078261, -2.325876, 0.286439], [2.353682, 1.638349, -0.714901], [-2.580672, -0.451832, 0.577112], [0.615878, -1.323749, -0.684208], [-1.831316, -1.147529, 1.486374], [0.643562, -0.017786, -0.480485], [-0.823646, -2.120210, 1.263866], [-0.747512, -3.027412, 1.842252], [-4.547145, 0.129439, 1.241081], [0.419106, 0.367841, 0.506483], [1.328289, 0.408514, -2.224771], [0.513510, -3.224905, 0.125874], [-2.085647, -1.176773, 2.468216], [2.954170, 0.918551, -0.216421], [1.951743, 2.349035, 0.166030], [0.530719, 1.774289, -1.574875], [0.899969, -1.514674, -1.684928], [3.067428, 2.293955, -1.266482], [-3.891850, 1.033516, 0.107805]],
  "atomic_forces_ev_per_a": [[0.3, -0.4, -1.4], [4.0, -3.6, 0.4], [1.1, 0.6, -1.1], [2.5, 4.2, -5.9], [-0.4, 3.1, 1.9], [-2.6, 2.8, -0.4], [-1.1, -1.2, 1.2], [3.1, -3.5, -1.5], [-1.1, 2.0, 3.0], [-2.7, 1.1, 2.2], [-0.5, 0.5, 1.7], [-0.2, -1.0, 1.0], [-0.1, 0.3, -0.1], [0.0, 1.7, 0.3], [0.9, -3.0, -0.3], [-1.6, 0.3, 2.7], [0.1, -1.1, 0.1], [0.6, -1.7, -2.1], [-2.1, 1.5, -0.8], [0.6, -1.6, -0.9], [-1.2, -0.6, -0.5], [0.5, -0.4, 0.6]],
  "lumo_energy_ev": [-3.00, -5.70],
  "multiplicity": 3,
  "molar_mass_g_mol": 159.640,
  "de_lowest_ev": 1.766,
  "charge": 1,
  "gap_ev": [5.893, 7.311]
}

# 4
{
  "formula": "C7H12F3N3O2",
  "method": "ωB97M-V/def2-TZVPD",
  "elements": ["F", "F", "F", "O", "O", "N", "N", "N", "C", "C", "C", "C", "C", "C", "C", "H", "H", "H", "H", "H", "H", "H", "H", "H", "H", "H", "H"],
  "xyz": [[1.649068, -2.732871, -0.074463], [0.280051, -4.014920, 0.742397], [1.226123, -2.515033, 2.042932], [-1.846895, -3.159731, -2.549041], [-2.808728, -1.295892, -1.686941], [-1.706479, -2.415942, 0.600693], [-1.830970, -1.767893, -2.327364], [-1.702430, 0.256562, 0.371483], [-0.466303, -0.412433, 0.566179], [-0.711732, -1.162023, -2.687556], [0.750519, 1.742661, 0.754567], [-0.551730, -1.858925, 0.670170], [0.717989, 0.262613, 0.651183], [2.157078, 2.060423, 1.219061], [0.635543, -2.742492, 0.813285], [2.830430, 1.632929, 0.533608], [-2.257673, -3.452748, -1.666888], [0.507534, 2.247297, -0.139239], [-1.526623, -3.375403, 0.700489], [1.663201, -0.194815, 0.778562], [-1.820391, 1.216378, 0.779505], [0.078257, -1.720831, -3.226018], [0.043893, 2.044177, 1.395212], [-0.611088, -0.102696, -2.481365], [2.176004, 1.589789, 2.180347], [2.383253, 3.016739, 1.456486], [-2.404336, -0.456505, 0.692544]],
  "atomic_forces_ev_per_a": [[-0.2, 1.5, -0.3], [-0.8, -1.1, 0.8], [-0.6, -0.3, -0.9], [-0.7, -0.1, 1.7], [1.1, -0.9, -1.6], [0.9, 1.6, 0.5], [0.7, 1.5, 0.9], [-0.1, -1.0, 1.4], [1.3, 2.2, 0.1], [-0.6, -0.9, -0.3], [2.9, -1.2, -1.8], [-1.8, 0.4, -1.2], [-2.4, -0.5, -0.2], [-1.8, -1.8, 0.6], [2.7, -0.8, 1.0], [1.2, -0.4, -0.6], [0.5, 0.4, -1.8], [-0.2, 0.4, -1.5], [-0.4, -1.9, 0.2], [0.5, -0.9, 0.0], [0.4, -1.6, -0.4], [-0.9, 0.3, 0.6], [-2.6, 1.3, 2.9], [-0.4, -0.2, 0.0], [0.8, -0.8, 0.6], [0.5, 3.4, 0.1], [0.2, 1.5, -0.7]],
  "lumo_energy_ev": -0.04,
  "smiles": "[H]/N=C(/C(N)=C/CC)C(F)(F)F.C=[N+]([O-])O",
  "molar_mass_g_mol": 227.186,
  "de_lowest_ev": 0.895,
  "gap_ev": 8.346
}